[1]
C6H7NO2Si as an isolated structure, computed with ωB97M-V with the def2-TZVPD basis set.

Values from the calculation:
Frontier orbital gap: 8.76 eV
HOMO: -9.383 eV
Spin multiplicity: 1
Maximum force: 5.6 eV/A
Net charge: 0
ΔE to the lowest compared entry with this formula, charge and spin: 0.00 kcal per mole

```
17
Properties=species:S:1:pos:R:3:forces:R:3
C 0.915918 -1.316913 -1.169179 -0.2 -0.5 -0.9
C -1.562640 -0.813417 2.244910 1.5 2.2 0.6
C -0.952243 -1.183244 1.026822 -1.6 -0.9 0.2
C -0.751733 0.205629 2.762734 -3.7 -1.6 1.5
C 0.179844 -0.407166 0.947204 -1.7 -2.7 -1.8
C 1.038881 -0.323630 -0.185608 2.0 5.2 0.2
N 0.778357 -2.025979 -2.057705 0.0 -0.4 -0.1
O 0.258532 0.364614 1.995921 3.4 2.6 -0.2
O 0.645577 1.265025 -0.913591 -0.2 -2.8 3.1
Si 0.544764 1.460457 -2.491018 0.2 2.0 -1.8
H -2.491884 -1.027304 2.681177 -1.0 -0.7 0.2
H -1.488265 -1.904185 0.353692 1.4 0.9 0.4
H -0.942388 0.864586 3.631782 0.7 -0.6 -0.8
H 2.091813 0.043404 0.030946 -1.2 -1.0 -0.3
H -0.655003 1.021321 -3.298464 0.3 0.1 0.5
H 1.713722 0.704523 -2.934874 0.3 0.0 -0.8
H 0.676746 3.072280 -2.624749 -0.1 -1.9 -0.1
```
Positions in Å, forces in eV/Å.

=====

[2]
One molecule with the formula C6H7NO3S2, computed with ωB97M-V with the def2-TZVPD basis set.

Values from the calculation:
Frontier orbital gap (spin up / spin down): 7.91 / 5.86 eV
HOMO (spin up / spin down): -8.186 / -7.450 eV
Spin multiplicity: 1
Maximum force: 1.8 eV/A
Net charge: 0
ΔE to the lowest compared entry with this formula, charge and spin: 93.65 kcal per mole

```
19
Properties=species:S:1:pos:R:3:forces:R:3
C -1.258845 -0.813598 1.300685 -0.8 0.1 0.7
C 1.145306 -0.010600 1.225706 1.0 1.5 0.0
C -1.664470 -1.562577 0.038211 -0.2 -0.2 0.0
C -0.214919 1.273941 -1.364613 0.1 -0.9 -0.4
C 1.015179 1.909887 -0.879979 0.6 -1.0 1.1
C -0.197947 -1.409675 -0.385887 0.2 0.0 -0.6
N 0.061438 -0.703665 0.864552 0.2 -0.3 0.0
O -1.808342 -0.404465 2.278073 0.2 0.0 -0.2
O 1.273474 -0.629851 3.714657 0.1 0.0 0.5
O 2.150801 1.847322 -1.557912 -0.2 0.3 -0.2
S 0.132850 -0.486438 -1.915336 -0.2 0.5 0.1
S 1.831114 0.263836 2.682477 -0.9 -0.6 -1.3
H -2.010364 -2.580895 0.198956 0.0 0.0 0.1
H -2.383505 -1.032220 -0.585207 0.1 0.0 0.0
H -0.999280 1.267003 -0.611445 0.0 0.1 0.0
H -0.592565 1.739074 -2.280037 -0.1 0.1 0.1
H 1.062090 2.480279 0.030160 0.0 0.3 0.0
H 0.371491 -2.335854 -0.482478 -0.1 0.0 0.0
H 2.086495 1.188495 -2.270585 0.0 -0.1 0.2
```
Positions in Å, forces in eV/Å.

=====

[3]
C6H7NO8P2SSeV as an isolated structure, computed with ωB97M-V with the def2-TZVPD basis set.

Values from the calculation:
Frontier orbital gap: 6.87 eV
HOMO: -12.574 eV
Spin multiplicity: 1
Maximum force: 0.6 eV/A
Net charge: +1

```
27
Properties=species:S:1:pos:R:3:forces:R:3
V -0.581634 0.109139 -0.888830 0.0 -0.3 0.1
O 0.439040 -3.042108 -1.588230 0.0 -0.2 0.1
P 0.034478 -2.767664 -0.086184 0.1 0.1 0.2
O -0.349552 -3.873742 0.752867 0.0 -0.1 0.0
O -0.921074 -1.526984 -0.210930 0.1 0.0 -0.4
O 1.427447 -2.025622 0.500252 -0.2 0.0 -0.2
P 2.026620 -0.683496 -0.020856 0.1 0.1 0.2
O 3.495813 -0.869824 -0.451768 0.0 0.0 0.1
O 1.972214 0.366587 1.130558 -0.1 0.0 0.0
O 1.241606 -0.198785 -1.237405 -0.1 -0.1 -0.2
H 0.598294 -3.980763 -1.773719 0.0 0.1 0.0
H 4.150621 -1.157160 0.202887 0.0 0.0 0.0
Se -1.905985 1.017024 -2.519079 0.1 0.1 0.1
C -2.141801 2.855631 -2.015680 -0.1 0.0 0.0
C -3.416741 3.271581 -1.652950 0.0 -0.1 0.0
C -3.619944 4.604141 -1.331518 0.0 0.0 0.0
C -2.562565 5.502722 -1.381996 0.0 0.0 0.0
C -1.296647 5.075144 -1.759453 0.0 0.0 0.0
C -1.078200 3.745086 -2.083658 0.1 0.0 0.0
H -4.240348 2.570693 -1.620828 0.0 0.0 0.0
H -4.607063 4.941532 -1.046793 0.0 0.0 0.0
H -2.726595 6.543140 -1.136551 0.0 0.0 0.0
H -0.479038 5.780911 -1.813535 0.0 0.0 0.0
H -0.098104 3.412980 -2.401519 0.0 0.0 0.0
O -0.056109 -0.039154 2.663305 -0.1 -0.2 0.1
S 0.489616 1.011047 1.875693 0.1 0.1 -0.3
N -0.376851 1.047142 0.403321 -0.1 0.5 0.4
```
Positions in Å, forces in eV/Å.

=====

[4]
One molecule with the formula C6H7NOS2, computed with ωB97M-V with the def2-TZVPD basis set.

Values from the calculation:
Frontier orbital gap: 8.18 eV
HOMO: -8.591 eV
Spin multiplicity: 1
Maximum force: 3.4 eV/A
Net charge: 0
ΔE to the lowest compared entry with this formula, charge and spin: 41.57 kcal per mole

```
17
Properties=species:S:1:pos:R:3:forces:R:3
C 1.710377 -1.048918 -0.177686 -1.2 -1.0 2.1
C 2.314668 0.130394 -0.687159 -2.5 -0.1 0.0
C 0.362354 -1.139983 -0.038072 1.4 -1.3 -0.4
C 1.639487 1.245869 -0.917567 1.1 2.0 0.5
C -2.121350 -0.133071 0.125979 2.2 -0.9 -0.9
C -0.660125 -0.190856 -0.516747 -0.7 1.6 2.0
N -2.186716 -0.075529 1.436765 -2.7 0.5 1.8
O -0.045788 1.825308 1.096606 0.5 0.6 1.5
S -3.460438 -0.188608 -0.817631 0.0 0.2 -0.4
S -0.028521 1.582695 -0.338500 -0.6 -0.9 -1.6
H 2.324853 -1.828483 0.381556 -0.7 1.0 -1.4
H 3.268785 0.053485 -0.998628 3.4 0.1 -0.8
H 0.126157 -2.140845 0.261496 -1.1 -0.2 0.6
H 2.275573 2.149648 -1.161105 -1.3 -0.9 0.0
H -0.873742 -0.230709 -1.530410 -0.1 -0.5 -2.2
H -1.447917 -0.137519 2.136814 -0.1 0.3 -0.8
H -3.197652 0.127127 1.744283 2.4 -0.7 -0.2
```
Positions in Å, forces in eV/Å.

=====

[5]
One molecule with the formula C6H7NS, computed with ωB97M-V with the def2-TZVPD basis set.

Values from the calculation:
Frontier orbital gap: 8.08 eV
HOMO: -7.989 eV
SMILES string: C=C1SC=C/C1=N\C
Spin multiplicity: 1
Maximum force: 5.0 eV/A
Net charge: 0
ΔE to the lowest compared entry with this formula, charge and spin: 70.24 kcal per mole

```
15
Properties=species:S:1:pos:R:3:forces:R:3
C 1.965372 -1.988803 0.070561 -3.9 -0.9 0.2
C 1.267519 -0.858416 0.052351 1.1 2.3 0.2
S 2.540823 0.488884 -0.024146 -0.2 -0.5 0.1
C 1.390570 1.734411 0.072309 -2.0 -1.0 -0.1
C 0.110305 1.359170 0.130092 0.0 -2.9 0.2
C -0.129157 -0.142586 0.114535 -0.8 0.5 -0.9
N -1.303341 -0.663483 -0.034131 2.9 -0.9 0.4
C -2.603947 0.020572 -0.128887 3.1 -1.3 -3.7
H 2.994710 -2.032901 0.112095 2.0 0.1 -0.1
H 1.441734 -2.923944 0.123830 -0.2 -0.5 0.0
H 1.618331 2.731256 -0.030972 1.0 2.1 -0.1
H -0.822852 1.863597 0.094108 -0.1 1.3 0.1
H -2.735253 0.636128 0.658922 -0.8 2.2 2.6
H -2.519394 0.639004 -1.123461 -1.0 -1.3 1.7
H -3.215415 -0.862887 -0.087211 -1.2 0.5 -0.6
```
Positions in Å, forces in eV/Å.

=====

[6]
An isolated ion of composition C6H7O and charge +1, computed with ωB97M-V with the def2-TZVPD basis set.

Values from the calculation:
Frontier orbital gap (spin up / spin down): 6.35 / 7.02 eV
HOMO (spin up / spin down): -12.343 / -12.287 eV
Spin multiplicity: 1
Maximum force: 4.1 eV/A
Net charge: +1
ΔE to the lowest compared entry with this formula, charge and spin: 158.07 kcal per mole

```
14
Properties=species:S:1:pos:R:3:forces:R:3
C 0.302971 -1.620013 0.239445 0.5 0.4 0.7
C -1.059808 -1.857906 0.025464 1.5 -3.8 0.5
C 1.168154 -0.606498 0.201865 -0.6 -1.5 -0.4
C -2.513151 0.047607 0.002951 1.4 -0.3 0.0
C -2.837138 1.280701 -0.018220 -0.8 -0.4 0.0
C 2.059611 0.424928 -0.200978 -0.6 -1.7 1.8
O -2.060228 -1.083545 -0.177974 -2.9 2.4 -0.9
H 0.746574 -2.552746 0.669640 -0.2 0.5 -0.3
H -1.486976 -2.889579 0.061381 1.0 0.9 0.0
H -2.690112 1.969521 -0.796645 0.8 0.6 -1.3
H -3.623073 1.614683 0.597720 -0.6 0.3 1.4
H 2.872775 0.546951 0.437666 1.2 0.5 1.8
H 1.461987 1.253837 -0.217962 -1.5 2.9 0.1
H 2.509398 0.388831 -1.108289 0.7 -0.8 -3.4
```
Positions in Å, forces in eV/Å.

=====

[7]
An isolated ion of composition C6H7O and charge +1, computed with ωB97M-V with the def2-TZVPD basis set.

Values from the calculation:
Frontier orbital gap: 8.13 eV
HOMO: -14.734 eV
Spin multiplicity: 1
Maximum force: 5.2 eV/A
Net charge: +1
ΔE to the lowest compared entry with this formula, charge and spin: 18.30 kcal per mole

```
14
Properties=species:S:1:pos:R:3:forces:R:3
C -0.130525 1.499409 0.493691 0.3 1.1 1.1
C 0.090639 1.038657 -0.788745 -0.4 0.3 0.4
C -0.180298 0.387670 1.391643 -0.4 0.1 1.4
C 0.074062 -0.356935 -0.727268 -1.5 -0.7 4.2
C -0.337625 0.355711 2.741987 0.6 3.7 0.3
C 0.184986 -1.379219 -1.730953 -1.2 -0.5 -2.7
O -0.119741 -0.761362 0.708809 0.6 -0.1 -5.1
H -0.285766 2.528605 0.906311 0.4 -1.0 -0.9
H 0.190684 1.659786 -1.683438 -0.1 -0.5 0.3
H -0.590352 -0.449009 3.387766 0.2 -1.0 -0.1
H -0.177021 1.356526 3.327025 -0.6 -1.9 -1.4
H 0.429943 -2.373554 -1.346234 0.8 0.4 0.0
H 0.820265 -0.841021 -2.498586 0.0 -1.4 0.6
H -0.753701 -1.706151 -2.421126 1.4 1.5 1.9
```
Positions in Å, forces in eV/Å.

=====

[8]
A 2-piece molecular cluster, C6H7O2S overall, computed with ωB97M-V with the def2-TZVPD basis set.

Values from the calculation:
Frontier orbital gap (spin up / spin down): 7.35 / 6.46 eV
HOMO (spin up / spin down): -3.866 / -3.460 eV
Spin multiplicity: 1
Maximum force: 3.7 eV/A
Net charge: -1
ΔE to the lowest compared entry with this formula, charge and spin: 182.27 kcal per mole

```
16
Properties=species:S:1:pos:R:3:forces:R:3
C -0.779765 0.525484 0.863863 -0.6 -1.5 0.0
C -1.086757 -0.728947 0.394752 -0.1 0.6 -0.1
C 0.561730 0.986666 0.552995 -0.1 0.5 -2.0
C 0.899650 0.122002 -0.701690 -0.4 2.5 -0.9
C 0.135255 -1.129522 -0.460228 -2.7 -0.8 0.0
C -3.258852 -0.976763 1.099467 3.5 0.1 -1.1
O -5.357896 -0.252908 -0.047463 -0.7 -0.7 -0.2
O -3.534639 1.269870 -0.571313 0.2 -2.7 0.5
S -3.917497 -0.186079 -0.326865 -0.2 3.4 -0.3
H -1.347058 1.225261 1.420654 -1.2 0.0 0.5
H 0.498672 2.075010 0.372763 0.6 -0.4 0.0
H 1.188822 0.754661 1.365538 1.3 -0.1 1.1
H 0.370859 0.824614 -1.563106 1.4 -1.9 1.4
H 1.992932 0.067475 -0.873920 -0.6 -0.2 -0.2
H 0.185641 -2.022336 -1.179370 -0.2 1.4 1.3
H -3.382181 -2.037645 0.860098 -0.1 -0.2 0.1
```
Positions in Å, forces in eV/Å.

=====

- What is the net charge in the third record?
  +1

=====

- Which formula does entry 3 have?
  C6H7NO8P2SSeV

=====

- spin multiplicity of number 6 (C6H7O)?
  1